Model i:
ORCA calculation (the ωB97M-V functional and the def2-TZVPD basis) on one molecule with the formula C19H28N2O3S2.

Last column: Mulliken charge in e.
Positions of all 54 atoms, in Å:
C -2.693 2.999 0.119  -0.7934
S -2.270 1.300 0.553  -0.1366
C -0.490 1.316 0.212  1.9194
C -0.215 1.894 -1.167  -0.6980
O 0.194 3.040 -1.275  -0.6863
N -0.485 1.132 -2.249  0.4279
C -1.007 -0.225 -2.302  -1.1135
C -1.930 -0.177 -3.515  -0.3286
C -3.318 0.409 -3.180  -0.8171
S -3.524 1.978 -4.081  -0.2068
C -2.260 1.518 -5.286  -1.3102
C -1.190 0.763 -4.501  1.7520
C -0.260 -0.011 -5.431  -1.8720
C -0.394 1.717 -3.584  -1.3499
C 0.365 1.957 1.335  -0.9969
N 0.799 0.613 1.701  0.3434
C 1.657 0.232 2.668  -0.1977
O 2.167 1.030 3.433  -0.6962
C 1.902 -1.269 2.790  0.8590
C 1.264 -1.810 4.091  -1.1757
C 2.416 -2.556 4.730  1.0531
C 2.348 -3.175 6.084  -0.7088
C 2.412 -4.049 4.853  -0.9199
C 3.631 -1.827 4.220  -0.7079
O 3.299 -1.519 2.867  -0.5359
C 0.138 -0.055 0.588  -1.3041
H -3.727 3.144 0.428  0.4481
H -2.057 3.703 0.653  0.3094
H -2.610 3.168 -0.953  0.1477
H -0.196 -0.947 -2.456  0.2810
H -1.536 -0.487 -1.389  0.5323
H -2.049 -1.169 -3.953  0.6277
H -4.106 -0.283 -3.473  0.4556
H -3.424 0.613 -2.115  0.2217
H -2.688 0.882 -6.064  0.4747
H -1.868 2.420 -5.756  0.5007
H 0.284 0.670 -6.087  0.4289
H 0.478 -0.581 -4.862  0.3773
H -0.823 -0.709 -6.053  0.4780
H -0.817 2.721 -3.556  0.4307
H 0.648 1.803 -3.901  0.2927
H 1.170 2.592 0.966  0.3461
H -0.195 2.473 2.114  0.2722
H 1.530 -1.796 1.908  0.3953
H 0.953 -0.979 4.726  0.3654
H 0.401 -2.446 3.895  0.4096
H 3.228 -3.121 6.711  0.2667
H 1.410 -3.121 6.620  0.2614
H 1.514 -4.579 4.566  0.2534
H 3.335 -4.578 4.656  0.2678
H 3.807 -0.903 4.780  0.2715
H 4.538 -2.433 4.215  0.3815
H -0.579 -0.829 0.873  0.3339
H 0.825 -0.451 -0.165  0.3695

## Properties
Total charge: 0
Kohn-Sham gap (eV): 9.177
SMILES string: CSC1(C(=O)N2C[C@H]3CSC[C@@]3(C)C2)CN(C(=O)[C@@H]2CC3(CC3)CO2)C1

Model ii:
ORCA calculation (the ωB97M-V functional and the def2-TZVPD basis) on one molecule with the formula C19H28N2O3S2.

Last column: Mulliken charge in e.
Positions of all 54 atoms, in Å:
C -2.583 2.832 2.036  -0.8893
S -2.116 1.099 1.865  -0.0658
C -0.391 1.294 1.348  2.3629
C -0.329 2.085 0.053  -0.9180
O -0.080 3.281 0.073  -0.7007
N -0.594 1.438 -1.106  0.5105
C -1.083 0.067 -1.272  -0.7858
C -1.914 0.169 -2.546  -0.3650
C -3.295 0.764 -2.267  -0.8506
S -3.760 1.783 -3.704  -0.2119
C -2.093 1.759 -4.436  -1.1782
C -1.136 1.193 -3.393  1.6800
C 0.099 0.582 -4.047  -1.8896
C -0.731 2.226 -2.334  -1.3460
C 0.556 1.822 2.455  -1.2107
N 1.227 0.523 2.447  0.2133
C 1.896 -0.029 3.487  0.1560
O 2.228 0.627 4.456  -0.6941
C 2.278 -1.497 3.342  0.3093
C 2.991 -1.876 2.022  -1.3815
C 2.183 -3.059 1.509  1.6040
C 1.618 -3.082 0.120  -1.1065
C 2.707 -4.047 0.521  -0.7787
C 1.342 -3.480 2.691  -0.9021
O 1.073 -2.268 3.378  -0.4328
C 0.373 -0.055 1.409  -0.8786
H -3.602 2.838 2.420  0.4392
H -1.932 3.336 2.748  0.2857
H -2.550 3.353 1.082  0.2185
H -0.256 -0.637 -1.402  -0.0594
H -1.677 -0.247 -0.415  0.5169
H -2.003 -0.789 -3.062  0.7011
H -4.044 -0.012 -2.117  0.5326
H -3.270 1.387 -1.371  0.1577
H -2.097 1.129 -5.326  0.4629
H -1.811 2.769 -4.735  0.4226
H 0.614 1.323 -4.662  0.4321
H 0.810 0.228 -3.298  0.3362
H -0.174 -0.261 -4.686  0.4655
H -1.496 2.995 -2.200  0.4425
H 0.205 2.731 -2.578  0.3732
H 1.186 2.654 2.146  0.2866
H 0.073 2.047 3.406  0.3851
H 2.897 -1.740 4.209  0.5383
H 3.003 -1.048 1.313  0.4240
H 4.026 -2.155 2.224  0.4169
H 0.618 -3.473 -0.021  0.2937
H 1.892 -2.276 -0.549  0.2699
H 3.698 -3.885 0.119  0.2907
H 2.439 -5.087 0.651  0.2784
H 0.392 -3.940 2.420  0.3563
H 1.899 -4.167 3.343  0.3177
H -0.217 -0.910 1.739  0.1915
H 0.911 -0.313 0.496  -0.0265

## Properties
Total charge: 0
Kohn-Sham gap (eV): 9.080
SMILES string: CSC1(C(=O)N2C[C@H]3CSC[C@@]3(C)C2)CN(C(=O)[C@@H]2CC3(CC3)CO2)C1

Energetically preferred structure: model ii | next structure: +1.9 kcal/mol

Model i:
ORCA calculation (the ωB97M-V functional and the def2-TZVPD basis) on a 3-piece molecular cluster, C2H7NO3P overall.

Last column: Mulliken charge in e.
Positions of all 14 atoms, in Å:
C -0.075 -2.297 0.019  -1.1336
C 0.960 -1.275 0.060  0.1906
N -2.562 2.960 0.058  -0.7809
O -1.537 0.209 -1.319  -0.5483
O -1.864 0.271 1.170  -0.6485
O 1.601 -1.019 1.044  -0.5462
P -0.877 0.444 0.025  0.1686
H -0.641 -2.138 0.907  0.4055
H -0.584 -2.445 -0.900  0.2852
H 0.460 -3.218 0.348  0.3516
H 1.183 -0.794 -0.908  0.3960
H -2.736 2.041 0.522  0.3782
H -2.381 3.605 0.805  0.2194
H -1.569 2.798 -0.485  0.2625

## Properties
Total charge: -1
Kohn-Sham gap (eV): 8.240

Model ii:
ORCA calculation (the ωB97M-V functional and the def2-TZVPD basis) on C2H7NO3P as an isolated structure.

Last column: Mulliken charge in e.
Positions of all 14 atoms, in Å:
C 0.671 1.667 -1.242  -0.7173
C 0.921 0.148 -1.364  -0.6021
N -1.596 -1.260 1.781  -0.5361
O 1.205 -0.186 1.448  -0.6605
O 0.736 -2.218 0.051  -0.7071
O -1.754 -0.565 0.594  -0.3780
P 0.871 -0.713 0.098  0.6979
H 0.794 2.067 -2.329  0.2541
H -0.387 1.960 -0.982  0.2210
H 1.313 2.284 -0.588  0.2671
H 0.121 -0.233 -1.959  0.2236
H -0.754 -1.917 1.607  0.3235
H -1.253 -0.716 2.634  0.2574
H -0.888 -0.319 0.252  0.3564

## Properties
Total charge: -1
Kohn-Sham gap (eV): 8.177

Model iii:
ORCA calculation (the ωB97M-V functional and the def2-TZVPD basis) on a 2-piece molecular cluster, C2H7NO3P overall.

Last column: Mulliken charge in e.
Positions of all 14 atoms, in Å:
C -1.944 -0.711 -0.685  -0.6193
C 0.030 -1.273 0.271  -0.6891
N 1.593 1.753 1.367  -0.7029
O 0.142 2.169 -0.785  -0.6158
O 2.529 0.993 -1.177  -0.6399
O -1.330 -1.096 0.513  -0.3322
P 1.258 1.242 -0.386  0.7415
H -1.476 0.170 -1.144  0.1933
H -2.951 -0.665 -0.550  0.3286
H -1.847 -1.542 -1.384  0.2764
H 0.230 -1.926 -0.664  0.1993
H 0.553 -1.517 1.163  0.3173
H 2.424 1.057 1.592  0.2544
H 0.789 1.345 1.868  0.2885

## Properties
Total charge: -1
Kohn-Sham gap (spin up / spin down) (eV): 6.832 / 6.835

Energetically preferred structure: model i | next structure: +29.6 kcal/mol